{
  "formula": "C28H56BrClF3N4O10P2",
  "method": "ωB97M-V/def2-TZVPD",
  "molar_mass_g_mol": 843.1,
  "charge": 1,
  "total_energy_ev": -165644.625,
  "e_lumo_ha": -0.1854,
  "elements": ["C", "C", "C", "C", "C", "C", "C", "C", "N", "C", "N", "O", "C", "N", "N", "C", "C", "C", "Br", "C", "C", "C", "O", "C", "C", "F", "F", "F", "C", "C", "C", "C", "Cl", "H", "H", "H", "H", "H", "H", "H", "H", "H", "H", "H", "H", "H", "H", "H", "H", "H", "H", "H", "H", "H", "H", "H", "H", "H", "H", "H", "H", "H", "H", "H", "H", "H", "H", "H", "H", "H", "H", "C", "O", "P", "O", "O", "C", "O", "C", "H", "H", "H", "H", "H", "H", "H", "H", "H", "C", "O", "P", "O", "O", "C", "O", "C", "H", "H", "H", "H", "H", "H", "H", "H", "H"],
  "xyz": [[-6.454, 2.888, -0.369], [-5.839, 2.381, -1.819], [-4.770, 3.436, -2.478], [-3.241, 2.807, -2.227], [-2.138, 3.369, -3.304], [-0.686, 3.778, -2.663], [-0.126, 2.769, -1.499], [0.502, 1.340, -2.102], [0.468, 0.364, -0.952], [-0.441, -0.832, -1.295], [-1.819, -0.913, -1.059], [-2.545, 0.085, -0.511], [-2.178, 0.268, 0.932], [-1.537, 0.774, 1.964], [0.382, -1.987, -1.895], [0.561, -1.978, -3.398], [-0.888, -2.227, -4.193], [-1.753, -3.481, -3.572], [-1.821, -5.068, -4.847], [1.629, -1.925, -1.039], [2.986, -2.720, -1.498], [2.811, -4.340, -1.164], [1.412, -4.795, -1.148], [1.325, -5.879, -0.136], [-0.161, -6.645, -0.145], [-0.376, -7.460, 1.082], [-0.287, -7.605, -1.305], [-1.249, -5.623, -0.185], [1.741, -0.340, -0.553], [3.188, 0.422, -0.636], [3.253, 1.592, 0.557], [3.772, 0.804, 1.938], [3.290, 1.766, 3.467], [-7.601, 2.621, -0.385], [-6.227, 4.016, -0.154], [-5.978, 2.223, 0.489], [-5.351, 1.314, -1.597], [-6.737, 2.208, -2.569], [-4.858, 4.441, -1.840], [-4.909, 3.623, -3.631], [-3.367, 1.640, -2.445], [-2.998, 3.025, -1.104], [-1.978, 2.590, -4.192], [-2.601, 4.374, -3.752], [0.183, 3.901, -3.464], [-0.836, 4.838, -2.136], [-0.931, 2.434, -0.706], [0.766, 3.237, -0.866], [1.541, 1.478, -2.619], [-0.230, 0.930, -2.951], [-2.249, -1.845, -1.344], [1.248, -2.892, -3.742], [1.055, -0.938, -3.700], [-0.594, -2.507, -5.312], [-1.537, -1.250, -4.227], [-2.879, -3.157, -3.372], [-1.336, -3.901, -2.553], [1.246, -2.442, -0.034], [3.176, -2.634, -2.666], [3.970, -2.388, -0.956], [3.279, -4.554, -0.101], [3.379, -4.996, -1.984], [2.115, -6.743, -0.357], [1.519, -5.521, 0.964], [1.596, -0.437, 0.628], [3.429, 0.895, -1.697], [4.120, -0.285, -0.400], [4.049, 2.415, 0.303], [2.163, 1.992, 0.705], [3.269, -0.259, 2.039], [4.941, 0.604, 1.885], [1.483, 9.990, -2.145], [1.105, 10.285, -0.808], [0.464, 9.009, 0.170], [1.495, 8.023, -0.396], [-0.896, 8.964, -0.759], [-1.690, 10.135, -0.806], [-0.178, 7.734, 1.147], [0.666, 7.326, 2.212], [1.497, 10.926, -2.709], [2.489, 9.563, -2.161], [0.776, 9.308, -2.624], [-1.564, 10.607, -1.785], [-1.407, 10.848, -0.026], [-2.740, 9.863, -0.680], [0.979, 8.196, 2.798], [1.538, 6.800, 1.829], [0.103, 6.647, 2.858], [3.536, -8.251, 5.025], [2.777, -7.075, 5.273], [1.343, -7.205, 6.232], [2.043, -8.179, 7.191], [0.604, -8.061, 5.035], [0.429, -7.415, 3.787], [-0.091, -7.335, 7.192], [-0.008, -6.711, 8.463], [4.150, -8.078, 4.137], [4.201, -8.448, 5.869], [2.893, -9.115, 4.839], [1.128, -7.847, 3.066], [0.609, -6.338, 3.860], [-0.590, -7.586, 3.433], [0.339, -5.680, 8.354], [0.663, -7.265, 9.118], [-1.006, -6.704, 8.910]],
  "forces_ev_per_angstrom": [[0.1, -1.1, -0.1], [-0.6, -0.1, 0.0], [0.9, -0.5, 1.0], [-0.9, -0.2, -0.9], [0.1, 0.6, -0.2], [0.3, 0.6, 1.1], [0.9, -0.8, 0.1], [-2.1, 1.5, -1.4], [-0.9, -3.5, -0.9], [1.4, 0.8, -1.2], [5.2, -2.1, -1.8], [0.5, 0.6, 4.0], [5.3, 4.4, 5.2], [-6.0, -4.8, -9.2], [-1.2, 1.7, 1.3], [-0.7, 0.1, -1.6], [0.7, -0.3, -0.4], [-0.5, 0.6, 0.9], [0.1, 1.4, 1.1], [-0.1, -0.2, 2.2], [-0.7, -1.1, -1.1], [1.1, -0.2, 0.0], [0.9, -1.2, 2.0], [-0.2, -1.5, 0.1], [-1.1, -0.7, -0.2], [0.7, 2.8, -4.3], [0.1, 3.5, 4.0], [3.2, -3.5, -0.1], [1.3, -0.7, 2.9], [0.6, 1.0, -0.2], [0.2, -1.4, 0.3], [-0.1, -0.6, -1.1], [0.7, -0.9, -1.5], [2.3, 0.9, 0.3], [-0.7, -2.2, -0.5], [-0.9, 1.6, -1.7], [-0.9, 2.3, -0.8], [1.9, 0.3, 1.6], [0.2, -2.0, -1.8], [0.1, -0.4, 2.4], [0.4, 2.4, 0.8], [-0.2, -0.6, -2.2], [-0.5, 1.7, 1.9], [1.2, -2.3, 0.7], [-2.1, -0.2, 1.5], [0.5, -2.3, -1.2], [1.5, 0.8, -1.8], [-2.0, -0.7, -1.5], [-1.8, -0.5, 1.3], [1.5, 1.0, 1.6], [0.1, 1.7, 0.7], [-1.4, 2.1, 1.3], [-1.0, -2.3, 0.2], [-0.7, 0.8, 2.5], [1.2, -1.8, 0.2], [2.4, -0.8, -0.7], [-0.6, 0.9, -2.2], [1.1, 0.8, -2.2], [-0.4, 0.1, 2.5], [-2.2, -0.3, -0.9], [-0.8, 0.5, -2.1], [-1.0, 1.5, 1.8], [-1.7, 1.8, 0.3], [-0.6, -0.4, -2.1], [0.4, 0.2, -2.5], [-0.7, -1.0, 2.2], [-2.4, 1.1, -0.6], [-1.9, -1.5, 0.4], [2.3, -0.5, -0.1], [0.9, 2.3, -0.2], [-2.5, 0.8, 0.3], [0.3, -0.5, -0.3], [-1.0, 2.1, 3.0], [1.4, -6.2, -7.7], [0.2, 1.0, 1.2], [0.2, 0.0, 1.6], [-0.4, 0.6, -0.3], [-0.7, 3.2, 1.4], [0.2, -0.3, 0.5], [-0.1, 0.1, 0.4], [-0.2, -0.1, 0.0], [0.1, 0.0, 0.1], [0.0, 0.1, 0.2], [-0.2, 0.1, -0.2], [0.1, 0.0, 0.1], [0.0, -0.3, 0.1], [0.1, 0.1, -0.1], [-0.1, 0.2, -0.1], [0.2, -0.6, 0.4], [-1.2, 3.6, -0.6], [1.9, -9.7, 1.4], [0.1, 1.7, 0.0], [-0.5, 1.3, 0.7], [0.0, -0.1, -0.5], [0.1, 3.1, -1.9], [-0.1, 0.2, 0.7], [-0.2, 0.3, 0.0], [-0.2, -0.1, -0.1], [0.0, 0.1, 0.1], [-0.1, 0.1, 0.0], [0.0, 0.0, -0.2], [0.1, 0.0, 0.2], [-0.1, -0.1, 0.3], [0.1, 0.0, -0.1], [0.1, 0.0, -0.2]],
  "lowdin_charge": [-0.141, -0.265, -0.206, -0.225, -0.213, -0.200, -0.165, -0.148, -0.033, 0.000, 0.097, -0.044, -0.063, 0.181, -0.052, -0.145, -0.226, -0.590, 0.555, -0.193, -0.078, -0.182, -0.210, -0.073, -0.172, 0.007, 0.003, -0.003, -0.214, -0.143, -0.221, -0.565, 0.449, 0.080, 0.075, 0.072, 0.094, 0.110, 0.118, 0.115, 0.093, 0.113, 0.115, 0.122, 0.126, 0.131, 0.089, 0.121, 0.134, 0.129, 0.202, 0.153, 0.137, 0.114, 0.107, 0.078, 0.058, 0.165, 0.124, 0.123, 0.135, 0.156, 0.168, 0.152, 0.146, 0.119, 0.118, 0.127, 0.100, 0.075, 0.104, -0.142, -0.330, 0.777, -0.268, -0.277, -0.127, -0.255, -0.152, 0.092, 0.085, 0.086, 0.091, 0.084, 0.089, 0.083, 0.075, 0.087, -0.144, -0.343, 0.772, -0.249, -0.262, -0.151, -0.245, -0.149, 0.085, 0.087, 0.089, 0.082, 0.079, 0.084, 0.080, 0.080, 0.090]
}